Record 1
Density functional theory data (the ωB97M-V functional and the def2-TZVPD basis) for 2 unconnected molecules or ions with the total composition C6H11NS in a non-equilibrium geometry.

Computed properties:
E_HOMO: -7.9 eV
energy relative to the best compared isomer or geometry (same formula, charge and spin): 5.716 eV
E_LUMO: 0.1 eV
charge: 0
largest force on an atom: 0.095 Eh/bohr
calculated total energy: -18719.7785 eV

Positions of all 19 atoms, in Å:
C (-1.95011, -0.09665, -0.58038)
C (-1.03324, 0.78393, -0.93157)
C (2.85246, 1.50523, -0.15977)
C (-0.46546, 1.63000, 0.18354)
C (-4.01936, -1.17331, 0.05820)
C (3.70026, -1.35727, 0.36712)
N (-2.60377, -1.09134, -0.27875)
S (3.10873, 0.04537, -0.75213)
H (-0.70799, 1.11728, -1.99689)
H (3.29070, 1.74429, 0.86982)
H (-1.01783, 1.41615, 1.16389)
H (-0.39292, 2.56424, -0.18228)
H (0.65938, 1.37360, 0.31664)
H (-4.44870, -1.84051, -0.62149)
H (-4.34290, -0.09383, 0.11389)
H (-3.94770, -1.73836, 0.90961)
H (4.10825, -2.08516, -0.40213)
H (2.80980, -1.64437, 0.75751)
H (4.40039, -1.05930, 1.16516)

These are the Löwdin partial charges, in e, on atoms 1 to 6:
1 C -0.164
2 C -0.159
3 C -0.461
4 C -0.128
5 C -0.088
6 C -0.325

=====

Record 2
Density functional theory data (the ωB97M-V functional and the def2-TZVPD basis) for 5 unconnected molecules or ions with the total composition CH11NO5 in a non-equilibrium geometry.

Computed properties:
E_HOMO (spin up / spin down): -14.2 / -14.2 eV
energy relative to the best compared isomer or geometry (same formula, charge and spin): 0.770 eV
E_LUMO (spin up / spin down): -4.8 / -9.7 eV
charge: +1
spin multiplicity: 2
largest force on an atom: 0.037 Eh/bohr
expectation value of S²: 0.755
calculated total energy: -12933.4523 eV

Positions of all 18 atoms, in Å:
C (0.22767, 1.11450, 1.88919)
N (0.76184, 0.48862, 2.90153)
O (-1.01145, 1.19443, 1.76290)
H (0.98569, 1.65383, 1.29952)
H (1.76677, 0.37739, 2.83598)
H (0.25132, 0.19062, 3.72235)
H (1.57575, -1.42435, -0.09096)
H (1.66286, -0.47441, -1.27438)
O (2.10210, -0.68810, -0.42549)
H (-0.05492, 0.83400, -2.58848)
H (-0.23094, -0.63395, -2.98843)
O (0.35705, -0.04030, -2.51398)
H (-1.80574, 2.32862, -1.44155)
H (-1.82803, 0.96101, -2.06613)
O (-1.76313, 1.89481, -2.30098)
H (-0.69380, -2.96516, 1.00496)
H (-1.58548, -2.51845, -0.03265)
O (-0.71757, -2.29310, 0.30660)

These are the Löwdin partial charges, in e, on atoms 1 to 6:
1 C -0.178
2 N 0.252
3 O 0.345
4 H 0.205
5 H 0.159
6 H 0.165

=====

Record 3
Density functional theory data (the ωB97M-V functional and the def2-TZVPD basis) for C7H8N4OS in the gas phase in a non-equilibrium geometry.

Computed properties:
E_HOMO: -9.0 eV
energy relative to the best compared isomer or geometry (same formula, charge and spin): 2.884 eV
E_LUMO: -0.3 eV
structure (SMILES): OCCSc1ncnc2[nH]ncc12
charge: 0
largest force on an atom: 0.124 Eh/bohr
calculated total energy: -26228.7575 eV

Positions of all 21 atoms, in Å:
C (1.54971, 0.45366, 2.75401)
C (2.27294, 0.38514, 1.30649)
C (0.01733, -0.00387, -0.39768)
C (-1.08901, -1.92379, 0.13517)
C (-1.79270, -0.91720, -1.76142)
C (-0.86419, 0.95809, -2.81636)
C (-0.54246, 0.11045, -1.69581)
H (0.91560, 2.38566, 2.65951)
H (2.14919, -0.07374, 3.64650)
H (0.59195, -0.05967, 2.53156)
H (3.27733, 0.93136, 1.23165)
H (2.73479, -0.54355, 1.07972)
H (-1.21846, -2.76215, 0.88483)
H (-3.24913, -1.14813, -3.20849)
H (-0.45447, 2.04386, -2.90830)
N (-0.16382, -1.05896, 0.45184)
N (-1.93856, -1.92340, -0.86968)
N (-2.51339, -0.45103, -2.84455)
N (-2.00239, 0.69265, -3.52275)
O (1.15879, 1.69028, 3.33497)
S (1.16094, 1.21435, 0.00879)

These are the Löwdin partial charges, in e, on atoms 1 to 6:
1 C -0.311
2 C -0.377
3 C -0.591
4 C -0.251
5 C -0.195
6 C -0.135

=====

Record 4
Density functional theory data (the ωB97M-V functional and the def2-TZVPD basis) for 2 unconnected molecules or ions with the total composition C9H14OS in a non-equilibrium geometry.

Computed properties:
E_HOMO: -8.3 eV
energy relative to the best compared isomer or geometry (same formula, charge and spin): 0.113 eV
E_LUMO: 0.8 eV
structure (SMILES): Cc1ccc(O)cc1.CCS
charge: 0
largest force on an atom: 0.024 Eh/bohr
calculated total energy: -22442.5336 eV

Positions of all 25 atoms, in Å:
C (-2.96393, 1.78347, 0.30815)
C (-2.47936, 0.31255, 0.34871)
S (-2.24346, 2.70338, -1.08054)
H (-4.04576, 1.78560, 0.26889)
H (-2.66389, 2.25797, 1.23878)
H (-2.39216, -0.01498, 1.37947)
H (-3.27958, 2.62141, -1.90892)
H (-1.57930, 0.16645, -0.22154)
H (-3.24925, -0.34718, -0.06779)
C (1.15375, 1.69079, 0.84328)
C (1.68396, -0.67571, 1.51946)
C (1.40465, 0.23903, 0.50750)
C (1.77647, -2.02237, 1.23335)
C (1.20096, -0.23100, -0.77716)
C (1.59148, -2.48926, -0.06404)
C (1.35168, -1.57306, -1.07094)
O (1.81942, -3.80666, -0.29477)
H (1.83302, -0.39700, 2.55772)
H (2.00332, -2.70208, 2.02188)
H (1.24366, 1.90227, 1.89251)
H (0.15355, 1.98980, 0.52826)
H (0.99871, 0.47314, -1.55679)
H (1.26610, -1.93072, -2.09266)
H (1.74380, -4.09200, -1.22314)
H (1.83513, 2.31251, 0.26873)

These are the Löwdin partial charges, in e, on atoms 1 to 6:
1 C -0.607
2 C -0.169
3 S 0.679
4 H 0.059
5 H 0.054
6 H 0.067

=====

Record 5
Density functional theory data (the ωB97M-V functional and the def2-TZVPD basis) for 2 unconnected molecules or ions with the total composition C2H8N2O in a non-equilibrium geometry.

Computed properties:
E_HOMO (spin up / spin down): -9.6 / -8.6 eV
energy relative to the best compared isomer or geometry (same formula, charge and spin): 5.573 eV
E_LUMO (spin up / spin down): 0.0 / -1.5 eV
charge: 0
largest force on an atom: 0.034 Eh/bohr
calculated total energy: -7226.7551 eV

Positions of all 13 atoms, in Å:
C (0.37111, -0.09546, 0.26641)
C (1.68142, -0.15019, -0.57170)
N (-2.11769, 0.72569, 0.82689)
N (-0.80232, -0.36366, -0.57356)
O (0.20266, 1.10873, 0.80342)
H (0.40257, -0.93750, 0.99105)
H (-2.26852, -0.19188, 1.25487)
H (-1.58899, 1.25850, 1.51814)
H (-0.89102, -1.28322, -1.00330)
H (-0.97958, 0.38695, -1.23146)
H (1.65623, 0.62997, -1.33326)
H (1.81352, -1.12585, -1.04307)
H (2.52060, 0.03791, 0.09557)

These are the Löwdin partial charges, in e, on atoms 1 to 6:
1 C -0.619
2 C -0.032
3 N 0.106
4 N 0.035
5 O -0.041
6 H 0.140